{
  "formula": "C26H81N6O11",
  "method": "wB97M-V/def2-TZVPD",
  "e_tot_ev": -59726.74284,
  "de_lowest_kj_mol": 138.9,
  "spin_multiplicity": 1,
  "e_lumo_ev": -3.9,
  "total_charge": 1,
  "orbital_gap_ev": 6.472,
  "largest_force_ev_per_a": 3.08,
  "symbols": ["O", "H", "H", "H", "O", "H", "H", "H", "C", "C", "O", "H", "H", "H", "H", "H", "C", "C", "C", "O", "C", "N", "H", "H", "H", "H", "H", "H", "H", "H", "H", "H", "H", "C", "C", "C", "O", "C", "N", "H", "H", "H", "H", "H", "H", "H", "H", "H", "H", "H", "C", "C", "C", "O", "C", "N", "H", "H", "H", "H", "H", "H", "H", "H", "H", "H", "H", "C", "C", "C", "O", "C", "N", "H", "H", "H", "H", "H", "H", "H", "H", "H", "H", "H", "C", "C", "C", "O", "C", "N", "H", "H", "H", "H", "H", "H", "H", "H", "H", "H", "H", "C", "C", "C", "O", "C", "N", "H", "H", "H", "H", "H", "H", "H", "H", "H", "H", "H", "O", "H", "H", "O", "H", "H"],
  "xyz": [[15.24320, 11.41945, -0.04497], [15.45054, 10.50630, -0.29876], [16.03609, 12.00613, 0.29459], [14.83996, 11.87921, -0.79235], [16.31521, 14.77445, -1.89730], [15.49771, 14.27340, -2.00990], [16.88782, 14.77565, -2.80645], [16.13343, 15.70816, -1.68830], [19.45023, 13.87697, 1.02081], [18.62090, 13.09759, 0.00202], [17.30343, 12.86911, 0.38034], [19.00893, 14.87924, 1.02717], [20.49878, 14.00034, 0.73392], [19.51057, 13.35770, 1.97582], [19.20925, 12.16749, -0.12710], [18.65157, 13.54340, -1.00835], [19.20561, 19.79422, 1.67872], [18.93943, 18.29075, 1.61114], [18.82692, 17.57712, 2.94650], [20.00708, 17.47948, 3.73518], [21.19186, 17.22629, 3.01512], [17.67513, 18.00144, 0.88965], [19.17855, 20.24665, 0.68514], [20.20442, 20.02061, 2.05937], [18.48670, 20.28677, 2.33664], [19.73468, 17.89775, 0.97228], [18.52607, 16.54380, 2.73001], [18.05017, 18.00809, 3.57917], [21.48655, 18.00965, 2.30913], [21.11779, 16.31374, 2.40548], [21.94439, 17.11281, 3.79179], [16.91533, 18.47509, 1.37980], [17.67874, 18.51854, 0.01374], [19.95525, 10.32052, 5.96592], [19.04942, 11.25626, 6.78201], [19.39924, 12.70880, 6.57340], [19.20153, 13.06945, 5.22215], [19.12591, 14.45397, 4.96241], [17.61882, 11.00372, 6.51474], [19.52920, 9.32142, 5.90711], [20.93453, 10.24929, 6.44856], [20.12866, 10.76287, 4.98256], [19.13392, 10.96011, 7.83144], [20.45739, 12.86618, 6.82511], [18.82867, 13.34770, 7.25495], [19.27943, 14.57865, 3.89043], [20.03964, 14.88778, 5.39269], [18.24336, 14.99624, 5.30190], [17.50985, 10.04339, 6.21078], [17.28743, 11.54606, 5.72073], [21.90139, 6.21604, 2.68666], [20.70518, 6.72417, 1.88428], [20.55613, 8.20644, 2.08502], [21.66132, 8.92138, 1.53992], [21.50403, 10.30582, 1.62065], [20.86770, 6.37952, 0.44317], [22.81821, 6.78727, 2.53051], [22.14874, 5.16684, 2.52129], [21.68695, 6.33566, 3.75516], [19.80102, 6.17193, 2.14475], [20.54390, 8.44394, 3.15569], [19.65120, 8.58585, 1.59720], [21.70904, 10.71199, 2.61609], [20.48910, 10.65657, 1.37799], [22.13211, 10.76815, 0.85868], [21.25781, 5.43902, 0.43852], [21.69006, 6.89269, 0.12061], [22.43170, 13.35377, 3.50487], [23.37944, 14.01846, 4.48806], [23.63573, 13.16796, 5.73674], [24.64102, 13.68852, 6.57469], [24.35536, 14.93588, 7.15091], [24.69880, 14.18890, 3.81046], [22.96767, 12.57105, 2.96611], [22.03850, 14.06746, 2.78112], [21.58391, 12.92913, 4.05255], [22.99319, 15.01758, 4.69788], [23.89373, 12.14359, 5.46543], [22.70316, 13.10599, 6.32354], [23.62112, 14.83818, 7.96039], [24.08887, 15.74265, 6.46555], [25.25532, 15.26871, 7.67184], [24.91484, 13.29245, 3.37636], [25.36574, 14.18525, 4.58313], [18.75086, 12.80603, -3.97596], [17.98555, 13.73446, -4.89243], [16.72006, 13.12550, -5.46207], [16.03780, 14.09235, -6.19636], [14.82245, 13.58898, -6.71194], [17.63769, 14.98432, -4.15832], [19.47610, 13.32945, -3.35196], [19.20594, 11.92404, -4.43153], [18.14192, 12.27199, -3.22814], [18.65645, 14.04918, -5.69724], [16.17431, 12.56966, -4.67881], [17.05631, 12.24463, -6.03405], [14.02673, 13.50105, -5.96070], [14.95596, 12.64860, -7.24721], [14.37496, 14.32372, -7.38251], [18.47160, 15.59184, -4.07413], [17.12191, 15.50965, -4.86795], [19.45497, 18.32420, -2.20818], [20.40416, 17.35785, -2.88734], [20.74750, 16.14323, -2.07071], [21.68745, 15.33745, -2.74773], [22.10574, 14.15605, -2.07848], [19.83934, 17.01512, -4.20413], [18.54961, 17.75551, -1.98102], [19.37759, 19.22994, -2.80461], [19.79808, 18.65550, -1.22436], [21.37443, 17.81436, -3.12727], [19.84041, 15.54829, -1.86717], [21.17972, 16.42639, -1.10338], [21.94014, 13.32155, -2.75786], [21.61545, 13.99928, -1.11572], [23.16721, 14.29526, -1.86097], [20.47606, 16.47352, -4.78483], [19.73388, 17.84227, -4.78456], [16.12519, 15.19768, 1.59766], [16.62901, 14.45528, 1.20610], [16.64631, 15.98623, 1.39662], [17.69181, 11.66268, 3.23981], [17.73834, 12.32820, 2.53893], [18.49729, 11.79781, 3.75537]],
  "atomic_forces_ev_per_a": [[-1.3, -0.3, -0.1], [0.4, 0.0, 0.2], [2.9, 0.9, 0.1], [-0.1, -0.1, 0.0], [0.0, 0.2, 0.5], [-0.2, 0.2, 0.2], [1.0, 0.2, -1.9], [-0.2, -0.1, 0.4], [-0.3, 0.7, -0.7], [0.6, -1.5, -0.4], [-1.5, -0.1, 0.5], [0.2, 0.1, 0.9], [-0.1, -0.1, -0.4], [-0.5, 0.3, 0.2], [-0.4, -0.3, -0.1], [0.2, 0.5, 0.2], [0.3, 0.0, 0.4], [-0.3, 0.8, -0.7], [0.6, -1.1, 0.0], [-0.2, 0.9, -0.3], [0.0, -0.4, 0.0], [-0.4, 0.3, 0.0], [-0.2, 0.0, 0.0], [0.0, -0.1, 0.2], [0.0, 0.1, -0.1], [0.0, -0.5, 0.3], [-0.2, 0.0, -0.1], [0.1, 0.2, 0.0], [-0.1, 0.3, 0.3], [0.0, -0.2, 0.2], [0.2, -0.1, -0.3], [0.0, -0.2, 0.3], [0.3, -0.2, -0.1], [0.4, 0.8, 0.3], [-0.8, -1.2, -0.1], [0.4, 0.3, 0.6], [-0.8, -0.4, -0.2], [1.7, 0.1, -0.1], [-0.1, 0.4, -0.5], [0.0, 0.0, -0.2], [0.0, -0.1, 0.0], [-0.1, -0.4, -0.2], [0.5, 0.5, 0.1], [0.0, 0.0, 0.1], [-0.2, 0.0, -0.2], [-0.4, 0.0, -0.1], [-0.3, 0.5, 0.2], [-0.2, -0.4, 0.2], [-0.1, -0.1, 0.2], [0.1, 0.1, 0.0], [0.0, 0.1, 1.0], [1.1, -1.0, -1.0], [-0.2, 0.8, 0.1], [0.0, -0.6, -0.4], [-0.4, 0.6, -0.2], [0.8, 0.4, 0.1], [-0.2, 0.1, -0.4], [-0.3, 0.0, -0.1], [0.0, -0.2, 0.0], [-0.1, 0.4, 0.6], [-0.4, -0.2, 0.1], [-0.1, -0.1, 0.2], [0.3, -0.1, 0.0], [-0.2, -0.4, 0.0], [0.4, 0.0, 0.3], [-0.5, -0.2, -0.1], [-0.3, 0.4, -0.1], [-0.2, 0.0, 0.5], [1.3, -0.4, -0.9], [-1.6, 0.6, 0.6], [0.5, -0.2, -0.6], [0.3, 0.3, 1.1], [-0.1, -0.1, 0.5], [-0.2, -0.1, 0.0], [0.1, 0.0, 0.0], [-0.1, -0.1, -0.2], [0.0, -0.1, 0.4], [0.3, 0.1, -0.1], [0.0, -0.1, 0.0], [-0.4, 0.0, -0.3], [-0.2, -0.2, -0.2], [0.1, -0.1, -0.2], [-0.1, 0.1, -0.3], [0.2, 0.5, -0.2], [-0.2, -1.2, 1.0], [0.4, 0.4, 0.6], [1.4, -1.2, 0.2], [-0.4, -0.4, 0.2], [-1.0, 0.5, -0.4], [-0.5, 0.0, 0.2], [0.3, 0.1, -0.4], [0.4, 0.5, -0.6], [-0.5, 0.6, -0.1], [-0.2, -0.2, -0.2], [-0.6, 0.9, 0.3], [-0.1, 0.4, -0.7], [0.4, -0.4, 0.4], [0.1, 0.0, 0.1], [0.5, 0.0, -0.3], [0.1, -0.2, 0.3], [-0.5, 0.1, 0.4], [0.6, -0.4, 0.8], [1.4, 0.6, -1.0], [-0.2, -0.9, 0.4], [-0.5, 0.4, -0.6], [0.4, 0.6, 0.0], [-0.5, -0.6, -0.7], [-0.4, 0.5, -0.5], [-0.7, -0.1, -0.1], [0.4, -0.1, -0.1], [0.0, 0.4, 0.6], [-0.1, 0.1, 0.1], [-0.2, 0.3, 0.1], [0.1, -0.2, 0.2], [-0.3, 0.0, -0.2], [0.0, -0.4, -0.1], [0.3, -0.3, 0.6], [-0.3, 0.3, 0.4], [0.0, 0.0, -0.4], [0.0, -0.2, 0.0], [0.1, 0.1, 0.0], [0.1, -0.1, -0.3], [-0.2, -0.1, -0.2], [-0.1, 0.2, 0.2]]
}